A molecular structure, C67H139InN7O11 in a non-equilibrium geometry. Source: the OMol25 dataset; level of theory: ωB97M-V/def2-TZVPD.

Structure (XYZ):
```
225
Properties=species:S:1:pos:R:3:forces:R:3:mulliken_spin:R:1
In 1.49737 5.42117 0.19485 -0.48 -0.62 0.19 -0.014
C -0.11040 0.45586 0.07872 0.43 0.07 -0.50 -0.026
C 0.55177 1.81045 -0.05765 -2.60 -0.09 1.61 -0.014
O 0.02890 2.85749 0.44169 1.97 -1.02 -1.26 0.235
O 1.63464 1.89779 -0.69063 0.51 0.84 -0.10 0.770
H -0.14504 0.12012 1.11514 -0.09 0.32 0.09 0.018
H 0.40655 -0.30671 -0.50382 0.17 0.07 -0.08 0.019
H -1.11341 0.53278 -0.34097 -0.12 0.13 0.19 0.018
C 2.40635 -2.96600 -1.68801 -0.39 -0.87 1.51 0.001
C 2.74919 -1.71029 -2.39483 -0.33 -3.65 0.78 0.012
O 1.97166 -0.82382 -2.65476 -1.33 2.43 -0.39 0.399
O 3.86255 -1.60571 -2.91997 1.84 1.06 -0.71 0.562
H 3.22178 -3.35159 -1.07605 0.47 0.14 -0.30 0.011
H 2.11079 -3.79260 -2.33413 0.09 0.32 -0.46 0.001
H 1.60632 -2.88961 -0.95166 -0.34 0.50 -0.20 0.017
C -0.81979 1.98233 -6.39163 0.87 -0.05 -0.67 0.000
C -0.02553 1.10725 -5.39601 -0.43 -1.19 1.32 0.002
C -0.68889 -0.28783 -5.35028 -0.38 -0.78 0.48 -0.003
C -0.41751 -1.20462 -6.50382 0.33 0.93 0.13 0.001
C 1.09841 -1.38874 -6.60457 0.26 0.15 -0.13 -0.001
C 1.94752 -0.03379 -6.63696 -2.01 0.42 -1.05 -0.003
N 1.46507 0.90315 -5.55959 -1.32 -1.94 0.34 0.003
O 2.14418 2.10281 -5.56192 0.34 0.44 0.10 0.000
C 3.42538 -0.36755 -6.44147 -0.78 0.93 0.92 0.014
C 1.70623 0.61192 -8.05416 0.65 -1.55 -0.60 0.000
C -0.26209 1.57565 -3.93552 0.22 0.82 -0.33 -0.020
H -0.94258 1.53238 -7.37680 -0.06 -0.51 0.13 0.000
H -0.30474 2.90310 -6.66550 -0.04 0.38 0.50 0.000
H -1.82043 2.19529 -6.01550 0.16 0.09 0.13 0.000
H -0.49499 -0.89028 -4.46284 1.65 0.22 0.49 0.001
H -1.73949 -0.35160 -5.06702 -0.79 1.39 -0.92 0.000
H -0.77152 -0.75723 -7.43259 -0.23 -0.17 -0.12 0.000
H -1.03624 -2.06836 -6.26047 0.52 -0.59 -0.61 0.000
H 1.29223 -1.97022 -7.50590 0.39 0.28 -0.30 0.000
H 1.48372 -2.03961 -5.81971 -0.06 0.20 0.47 -0.001
H 3.75807 -1.20868 -7.04968 -0.03 0.23 -0.05 0.000
H 3.97425 0.55927 -6.60829 0.39 -0.26 -0.28 0.000
H 3.51662 -0.57559 -5.37539 0.31 -0.35 0.02 -0.013
H 0.78047 0.26247 -8.51128 -0.25 0.34 0.26 0.000
H 1.84278 1.66700 -8.29132 -0.08 0.21 0.76 0.000
H 2.45477 0.13209 -8.68467 0.17 0.01 -0.24 0.000
H 0.12071 0.81960 -3.24998 -0.04 0.06 -0.02 0.026
H -1.33096 1.73806 -3.79686 -0.26 -0.26 0.08 -0.002
H 0.18568 2.54014 -3.69606 0.39 0.08 -0.17 0.003
H 1.89456 2.54707 -6.37550 0.02 0.45 -0.52 0.000
C 2.33235 -2.56275 3.10766 0.43 -0.52 0.22 0.000
C 1.32853 -3.41859 3.89211 -0.76 0.89 1.52 0.000
C -0.06576 -3.29038 3.21037 -0.47 0.17 -0.60 0.000
C -0.27988 -4.26864 2.05186 0.34 -0.49 1.09 0.000
C 0.19658 -5.69125 2.49895 0.10 0.52 -2.68 0.000
C 1.65917 -5.78059 3.00709 -1.24 -0.11 1.56 0.000
N 1.66481 -4.85025 4.14295 -1.09 0.43 -0.89 0.000
O 2.86225 -4.98103 4.82812 1.35 0.63 0.21 0.000
C 1.77638 -7.18109 3.59808 0.34 -0.95 -0.43 0.000
C 2.76562 -5.60338 1.96259 -0.02 0.26 -0.17 0.000
C 1.23098 -2.75918 5.29915 -0.32 0.54 -0.34 0.000
H 2.18942 -1.49296 3.26008 -0.55 0.03 -0.05 0.000
H 2.25037 -2.79976 2.04691 0.45 0.11 -0.09 0.000
H 3.31590 -2.73608 3.54434 0.34 -0.34 -0.47 0.000
H -0.90957 -3.18895 3.89285 0.11 -1.17 0.64 0.000
H -0.28331 -2.34251 2.71812 1.12 0.84 0.06 0.000
H 0.20345 -3.85080 1.16874 0.82 -0.41 -0.11 0.000
H -1.31221 -4.18937 1.71110 -0.32 -0.63 0.37 0.000
H 0.23629 -6.33323 1.61895 -0.32 -0.10 -0.37 0.000
H -0.57083 -6.16284 3.11277 0.46 0.21 0.62 0.000
H 1.12242 -7.39368 4.44379 0.14 0.45 0.19 0.000
H 1.48594 -7.92615 2.85739 -0.14 0.08 -0.32 0.000
H 2.81023 -7.45377 3.81002 0.03 0.21 0.40 0.000
H 2.94137 -6.54787 1.44766 -0.48 0.14 -0.51 0.000
H 2.52421 -4.76475 1.30951 -0.05 -0.30 -0.50 0.000
H 3.76522 -5.38675 2.33935 -0.21 0.17 0.78 0.000
H 0.87369 -1.74222 5.13718 -0.01 0.24 -0.01 0.000
H 2.18267 -2.66841 5.82274 0.09 -0.25 -0.17 0.000
H 0.49410 -3.19065 5.97659 0.08 -0.48 -0.21 0.000
H 2.67808 -5.53169 5.59261 -0.24 0.00 0.13 0.000
C 3.41892 5.04446 5.22376 0.42 1.41 2.31 0.000
C 3.24080 3.73062 4.60391 1.21 -1.53 -2.51 0.000
C 3.65506 2.54910 5.48576 -0.52 1.85 2.78 0.000
C 2.65238 2.37976 6.68959 -1.20 -1.11 -1.14 0.000
C 1.25248 2.05518 6.08846 1.47 -0.30 -0.68 0.000
C 0.79433 3.08262 5.04826 -0.34 1.66 0.47 0.000
N 1.90351 3.40347 4.10188 1.19 -3.70 0.80 -0.002
O 1.47294 4.18313 3.06310 -0.31 1.57 -0.17 0.000
C -0.39769 2.55288 4.23512 0.75 -0.04 0.37 -0.001
C 0.24102 4.37680 5.74378 -0.22 -0.55 0.00 0.000
C 4.34050 3.61534 3.43767 -1.89 -0.62 -0.64 0.001
H 3.04821 5.95442 4.75191 -0.08 -0.29 -0.57 0.000
H 4.48269 5.18566 5.41497 0.10 0.23 -0.18 0.000
H 2.99276 5.05713 6.22692 -0.14 0.06 0.09 0.000
H 3.86479 1.64589 4.91276 -0.46 -0.02 0.16 0.000
H 4.57452 2.89367 5.95902 0.43 -0.31 -0.16 0.000
H 2.44293 3.18204 7.39710 0.94 0.68 -0.38 0.000
H 2.95621 1.55466 7.33378 0.09 -0.15 -0.15 0.000
H 0.53007 1.88091 6.88586 -0.23 0.15 -0.28 0.000
H 1.39007 1.14589 5.50335 -0.24 -0.45 0.17 0.000
H -0.84102 3.39886 3.70988 -0.12 -0.45 -0.35 0.000
H -0.00482 1.78374 3.57014 -0.32 -0.01 -0.26 0.000
H -1.14265 2.11821 4.90160 0.07 0.04 -0.01 0.000
H 0.94120 5.09919 6.16332 0.10 -0.31 0.01 0.000
H -0.42660 4.89741 5.05724 0.01 0.25 -0.01 0.000
H -0.40446 4.00127 6.53777 -0.06 0.29 0.15 0.000
H 5.38483 3.59433 3.74913 -0.26 0.11 0.41 0.000
H 4.23152 4.30651 2.60190 -0.05 0.61 0.30 0.000
H 4.06935 2.66996 2.96774 0.37 -0.39 -0.08 0.000
H 1.19415 4.90861 3.62662 -0.68 1.47 -0.81 0.000
C -3.59499 1.05799 5.74915 0.24 -0.15 -0.26 0.000
C -4.71733 0.04783 5.42888 -1.14 0.58 1.29 0.000
C -6.00764 0.67238 4.72570 0.30 -0.53 -1.43 0.000
C -5.90858 0.82769 3.17408 1.65 -0.48 0.24 0.000
C -5.29358 -0.45568 2.51685 -0.17 0.95 1.07 0.000
C -3.95338 -0.98412 3.17183 -0.26 0.36 0.14 -0.001
N -4.20201 -1.07672 4.62861 -1.58 -1.10 -0.54 0.000
O -3.16687 -1.79655 5.25917 0.90 0.80 0.05 0.000
C -3.77093 -2.37288 2.51710 -0.06 -1.05 0.74 0.000
C -2.68326 -0.11867 2.83299 -0.85 -0.43 -0.90 0.001
C -5.31410 -0.45111 6.83506 0.56 -0.08 -1.20 0.000
H -3.15182 1.43078 4.82573 -0.31 0.41 0.06 0.000
H -2.76189 0.56815 6.25325 -0.07 -0.43 0.06 0.000
H -3.87030 1.86604 6.42691 -0.39 0.12 -0.28 0.000
H -6.86142 0.02969 4.94040 0.17 -0.54 -0.07 0.000
H -6.38736 1.61885 5.11055 0.84 0.23 0.50 0.000
H -5.24325 1.65351 2.92215 0.17 0.31 0.20 0.000
H -6.85431 1.10984 2.71139 -0.17 -0.34 0.16 0.000
H -5.12753 -0.32009 1.44814 0.03 0.09 -0.07 0.000
H -6.09096 -1.18891 2.63797 0.40 -0.57 -0.07 0.000
H -4.55306 -3.06598 2.82690 -0.43 0.26 0.10 0.000
H -3.79785 -2.39436 1.42764 -0.09 0.63 -0.08 0.000
H -2.88818 -2.95193 2.78826 0.46 0.56 0.28 0.000
H -2.41461 -0.44963 1.82980 0.11 0.29 -0.36 -0.001
H -2.90352 0.94804 2.79163 0.05 0.03 0.07 0.000
H -1.78455 -0.29700 3.42345 -0.35 -0.17 0.51 0.000
H -4.51954 -0.67508 7.54682 -0.04 0.15 0.06 0.000
H -5.94331 -1.33606 6.73990 0.16 -0.18 -0.36 0.000
H -5.99778 0.30555 7.21994 0.37 0.25 0.13 0.000
H -3.55220 -2.51745 5.76257 -0.52 -0.05 -0.14 0.000
C -4.92916 -0.59878 -3.52706 0.13 -0.12 0.12 0.000
C -4.58169 -2.12348 -3.41889 0.22 0.26 -0.91 0.000
C -4.11230 -2.60332 -4.81241 1.60 -2.13 -2.35 0.000
C -3.25955 -3.94865 -4.85031 -0.82 0.76 3.07 0.000
C -2.14866 -3.83631 -3.75799 -1.22 -0.45 0.17 0.001
C -2.65860 -3.41413 -2.26898 0.95 -0.44 -0.72 0.000
N -3.57466 -2.29405 -2.34094 1.08 0.23 -3.89 0.000
O -4.00415 -1.86805 -1.12472 -0.39 0.56 1.34 0.000
C -3.28503 -4.54433 -1.46340 0.61 -0.37 0.28 0.000
C -1.39144 -2.92837 -1.48108 0.11 -0.01 -0.79 -0.016
C -5.78855 -2.98326 -3.17330 -2.04 -0.02 2.38 0.000
H -5.44042 -0.22627 -2.63940 -0.13 -0.19 0.02 0.000
H -5.50339 -0.30224 -4.40480 -0.46 -0.64 -0.01 0.000
H -4.05122 0.03436 -3.65530 0.54 -0.36 0.23 0.000
H -4.94654 -2.94070 -5.42749 -0.70 0.60 0.42 0.000
H -3.61108 -1.96324 -5.53849 0.28 1.06 0.78 0.000
H -2.89897 -4.44375 -5.75196 0.17 1.12 -0.50 0.000
H -3.97563 -4.70153 -4.52091 -0.01 -0.29 0.43 0.000
H -1.36528 -3.17292 -4.12454 0.03 0.35 0.26 -0.001
H -1.72302 -4.83974 -3.76480 0.36 -0.02 0.76 0.000
H -3.57287 -4.12400 -0.49977 -0.39 0.01 -0.07 0.000
H -4.13470 -5.03563 -1.93753 0.17 0.02 0.02 0.000
H -2.51405 -5.26922 -1.20220 -0.05 -0.35 -0.24 0.000
H -0.59348 -3.67090 -1.48424 -0.20 -0.41 0.05 -0.001
H -0.95253 -2.08370 -2.01212 -0.11 0.32 -0.12 0.015
H -1.55381 -2.63162 -0.44490 -0.37 -0.12 0.07 0.001
H -6.64362 -2.86597 -3.83905 0.49 -0.28 -0.59 0.000
H -6.27887 -2.74057 -2.23054 0.06 0.98 0.44 0.000
H -5.61855 -4.00574 -2.83608 0.50 -0.35 -1.29 0.000
H -3.40534 -1.12608 -1.01293 -0.32 0.42 0.68 0.000
C 8.57142 -0.31622 -0.93264 1.14 0.66 0.47 -0.069
C 7.22297 -0.71117 -1.47351 -0.85 -0.03 -2.32 0.006
C 7.02221 -2.14972 -1.18446 0.16 -1.98 0.34 -0.026
C 6.85991 -2.52356 0.26604 -0.44 1.27 1.15 0.015
C 5.56838 -1.77328 0.75932 2.54 -1.99 0.07 -0.023
C 5.62264 -0.27469 0.48984 -0.97 -0.14 0.77 0.005
N 6.08320 0.07175 -0.87413 2.38 0.29 0.53 -0.734
O 6.22787 1.41167 -1.14265 -1.45 -1.05 0.20 -0.008
C 4.19934 0.14980 0.72276 -1.14 1.50 -0.26 -0.057
C 6.51357 0.53033 1.50905 0.25 -0.19 -0.17 -0.091
C 7.16516 -0.45147 -3.04259 -0.41 0.66 0.55 -0.035
H 8.76774 0.75306 -0.85384 -0.11 0.13 -0.01 0.000
H 9.33962 -0.67619 -1.61705 -0.21 -0.05 -0.23 0.001
H 8.81102 -0.78780 0.02042 -0.22 0.18 0.01 0.002
H 6.16387 -2.53627 -1.73392 0.10 -0.10 -0.28 0.009
H 7.92767 -2.69793 -1.44468 -0.07 0.16 -0.93 0.002
H 7.71665 -2.21688 0.86606 0.12 0.37 -0.02 -0.001
H 6.92458 -3.60301 0.40283 -0.88 -0.03 -0.10 0.000
H 5.47981 -1.83963 1.84369 -0.25 -0.21 -0.04 0.002
H 4.78010 -2.36947 0.29969 -0.59 0.85 -0.03 0.001
H 4.08699 1.22088 0.55465 -0.16 0.05 -0.60 -0.001
H 3.52065 -0.44231 0.10885 -0.06 0.27 -0.14 0.017
H 3.82902 0.08834 1.74608 0.61 -0.65 0.22 0.006
H 7.59466 0.50064 1.37329 -0.05 -0.38 -0.30 -0.005
H 6.25076 1.58817 1.50901 -0.34 -0.10 0.08 0.002
H 6.32751 0.09105 2.48911 -0.17 0.16 -0.02 -0.003
H 6.16658 -0.57982 -3.46027 -0.16 -0.22 0.35 0.008
H 7.82121 -1.08638 -3.63808 0.22 -0.13 0.56 -0.001
H 7.41144 0.59184 -3.23996 0.24 -0.06 0.01 0.001
H 7.02670 1.62014 -0.65273 0.74 0.66 0.11 -0.031
C -1.47520 5.23255 -4.53741 -0.19 -0.50 1.79 0.000
C -2.61185 5.45367 -3.44566 -0.42 -0.73 0.11 0.000
C -3.95693 5.58584 -4.23076 0.68 0.48 0.32 0.000
C -5.18643 5.26440 -3.41976 0.01 -0.05 0.43 0.000
C -5.04706 3.94274 -2.69631 0.23 0.38 -0.33 0.000
C -3.80044 3.88977 -1.72522 -1.03 -1.11 0.38 0.000
N -2.61678 4.22544 -2.53629 -2.66 0.58 -2.75 -0.001
O -1.44677 4.11876 -1.84046 1.27 -0.20 1.02 0.000
C -3.96600 4.73416 -0.45760 -1.05 0.92 -0.22 -0.001
C -3.75626 2.38843 -1.28979 0.78 -0.24 -0.93 0.000
C -2.39709 6.72250 -2.57741 1.01 0.41 -0.51 0.000
H -1.45633 4.20025 -4.88683 -0.70 0.02 -0.18 0.000
H -0.52557 5.25688 -4.00289 0.29 0.64 -0.19 0.000
H -1.50958 5.90528 -5.39436 -0.05 0.19 0.32 0.000
H -4.06594 6.63938 -4.48820 0.35 0.12 -0.22 0.000
H -3.87722 5.08690 -5.19658 -0.22 -0.54 0.19 0.000
H -6.05307 5.23576 -4.08023 -0.11 0.11 0.12 0.000
H -5.33337 6.05144 -2.68009 -0.19 0.26 -0.05 0.000
H -4.99918 3.23750 -3.52604 0.76 -0.64 0.25 0.000
H -5.99694 3.67081 -2.23602 0.22 0.15 0.70 0.000
H -4.09586 5.77636 -0.74926 0.52 0.19 0.23 0.000
H -4.90792 4.58079 0.06904 -0.21 -0.70 -0.18 0.000
H -3.21135 4.59781 0.31701 0.39 0.08 -0.42 0.001
H -4.74587 1.97233 -1.10104 -0.05 0.23 -0.04 0.000
H -3.32008 1.86129 -2.13829 -0.28 -0.30 -0.35 0.000
H -3.11788 2.06024 -0.46951 0.10 0.75 0.51 0.000
H -1.40954 7.09765 -2.84592 0.11 0.34 0.08 0.000
H -2.37470 6.60596 -1.49389 -0.11 -0.46 -0.17 0.000
H -3.09383 7.53367 -2.78874 -0.12 -0.14 -0.11 0.000
H -1.25631 3.21069 -2.08691 0.89 -0.17 0.29 -0.003
```
Positions in Å, forces in eV/Å.

Its net charge is +2. For the LUMO energy (alpha / beta), the calculation gives -8.314 / -8.253 eV. Its spin multiplicity is 2. For the HOMO-LUMO gap (alpha / beta), the calculation gives 2.763 / 2.822 eV. For the total energy, the calculation gives -109828.7484 eV. The value obtained for the largest force on an atom is 4.04 eV/A.